1.
# C21H19NO2S

C21H19NO2S in the gas phase (ωB97M-V/def2-TZVPD, the Open Molecules 2025 dataset).

The geometry in ORCA input format:
```
! RIJCOSX wB97M-V def2-TZVPD def2/J DEFGRID3
* xyz 0 1
S -0.644 1.656 1.677
O -0.720 -3.690 -0.351
O -0.522 0.110 -2.069
N -0.294 -1.109 -0.188
C 1.834 1.235 0.524
C 4.340 0.000 0.667
C -0.912 -0.179 -0.952
C 0.644 -3.349 -0.420
C -4.504 0.855 -0.600
C -4.486 1.678 0.514
C -3.331 0.267 -1.039
C 4.019 0.745 -0.433
C 3.421 -0.137 1.719
C 0.270 2.631 -0.699
C 0.570 1.858 0.391
C 1.199 2.775 -1.736
C 2.417 2.159 -1.663
C 0.812 -1.858 -0.757
C -2.116 1.332 0.731
C -3.295 1.921 1.172
C -2.130 0.475 -0.370
C 2.766 1.385 -0.538
C -1.368 -3.082 0.746
C -0.812 -1.673 1.033
C 2.196 0.467 1.648
H -5.427 0.673 -1.128
H 5.302 -0.485 0.737
H -5.395 2.143 0.864
H 3.689 -0.724 2.585
H 1.071 -3.970 -1.209
H 4.724 0.860 -1.243
H -0.696 3.109 -0.777
H -1.261 -3.710 1.645
H 1.488 0.371 2.459
H 3.131 2.256 -2.467
H -3.261 2.573 2.031
H -3.329 -0.372 -1.909
H 0.784 -1.690 -1.836
H -1.597 -1.043 1.447
H 1.764 -1.481 -0.366
H 0.010 -1.725 1.756
H 0.933 3.370 -2.595
H 1.144 -3.591 0.529
H -2.425 -3.035 0.472
*
```

## Properties
Frontier orbital gap   8.301 eV
Structure (SMILES)   O=C(c1ccccc1Sc1cccc2ccccc12)N1CCOCC1
Energy relative to the best compared isomer or geometry (same formula, charge and spin)   0.0 kJ/mol

Here are the Löwdin charges for atoms 1 to 5, given in e: number 1, S, carries 1.05; number 2, O, carries -0.12; number 3, O, carries 0.08; number 4, N, carries -0.03; number 5, C, carries -0.19


2.
# C21H20Cl6NOP2Ti

A molecular structure, C21H20Cl6NOP2Ti (ωB97M-V/def2-TZVPD, the Open Molecules 2025 dataset).

The geometry in ORCA input format:
```
! RIJCOSX wB97M-V def2-TZVPD def2/J DEFGRID3
* xyz 3 1
Ti 1.096 -1.242 -0.946
Cl 1.050 -1.766 -3.519
Cl -2.680 -5.313 -0.443
Cl 3.049 -0.417 -0.807
Cl -3.288 2.461 -2.142
Cl -3.164 1.291 -5.023
Cl -0.986 -0.855 -5.763
P 0.414 -0.428 1.376
P -0.728 2.801 0.192
O -1.243 1.367 -0.308
N 0.643 -3.215 -0.701
C 2.009 1.243 2.843
C -0.224 -0.585 -3.200
C 1.579 -4.151 -0.982
C -1.187 0.876 -1.604
C -1.097 -0.201 -4.205
C 1.362 -1.636 2.345
C -1.040 -4.901 -0.654
C 1.005 1.229 1.878
C 2.540 2.429 3.343
C 1.069 3.656 1.923
C -2.086 3.650 0.955
C -0.092 3.721 -1.182
C -2.108 1.293 -2.554
C -0.648 -3.582 -0.538
C 1.245 -5.483 -1.102
C 2.072 3.643 2.883
C -0.243 -0.094 -1.907
C -0.078 -5.869 -0.939
C -2.062 0.761 -3.860
C 0.532 2.477 1.408
C -1.286 -0.677 1.949
H 0.324 4.654 -0.796
H 0.706 3.173 -1.685
H 2.409 0.325 3.244
H -2.739 4.073 0.193
H -2.645 2.946 1.574
H 1.028 -2.636 2.065
H 2.014 -6.211 -1.323
H -0.371 -6.907 -1.033
H -1.326 -0.364 2.995
H 1.154 -1.508 3.409
H 0.714 4.623 1.579
H -1.376 -2.805 -0.330
H -1.706 4.447 1.595
H 2.434 -1.559 2.166
H 2.471 4.574 3.260
H 2.601 -3.810 -1.108
H -2.001 -0.108 1.366
H -1.540 -1.737 1.904
H 3.317 2.391 4.094
H -0.895 3.957 -1.882
*
```

## Properties
Frontier orbital gap   6.919 eV

Here are the Löwdin charges for atoms 1 to 5, given in e: number 1, Ti, carries 0.56; number 2, Cl, carries 0.81; number 3, Cl, carries 0.82; number 4, Cl, carries 0.31; number 5, Cl, carries 0.84


3.
# C21H20ClN7O

C21H20ClN7O in the gas phase in a non-equilibrium geometry (ωB97M-V/def2-TZVPD, the Open Molecules 2025 dataset).

The geometry in ORCA input format:
```
! RIJCOSX wB97M-V def2-TZVPD def2/J DEFGRID3
* xyz 0 1
Cl 2.049 6.828 1.219
O 2.172 -6.325 -0.561
N -0.696 2.583 0.702
N 0.095 -3.390 0.118
N -0.424 -2.454 -0.617
N -0.538 -1.133 -2.788
N -0.456 8.837 2.906
N -3.232 1.510 -1.655
N -2.135 0.236 -3.390
C -3.124 1.100 -2.961
C 2.919 -4.851 1.071
C 0.535 4.617 0.973
C 0.138 0.608 -0.389
C -0.536 3.804 1.311
C -1.232 -0.057 -2.424
C 0.808 -6.039 1.451
C 0.454 1.932 0.036
C -1.526 4.318 2.105
C -0.509 7.701 2.726
C -1.121 0.570 -1.289
C 0.745 5.843 1.556
C 0.969 -4.263 -0.485
C -1.454 5.503 2.700
C -0.345 6.330 2.301
C -0.091 -2.166 -1.931
C 0.916 -2.833 -2.455
C 1.481 -3.929 -1.720
C 1.696 -5.427 0.401
C -2.079 2.226 0.388
C -2.200 1.382 -0.874
H -3.810 1.560 -3.572
H 1.470 -2.536 -3.403
H -2.489 1.549 1.230
H -2.399 3.777 2.239
H -0.554 -1.358 -3.778
H 3.571 -4.297 0.334
H 1.397 -6.807 1.994
H -2.244 5.938 3.352
H 0.484 -5.331 2.203
H 1.023 0.220 -1.010
H -2.763 2.981 0.217
H 1.283 4.332 0.251
H 2.591 -4.020 1.811
H 3.515 -5.646 1.629
H 1.293 1.914 0.799
H 0.707 2.506 -0.898
H 0.014 -6.684 1.022
H 2.338 -4.343 -2.162
H 1.456 -6.710 -1.089
H -0.162 -0.105 0.404
*
```

## Properties
Frontier orbital gap   8.340 eV
Structure (SMILES)   CC(C)(O)c1ccc(Nc2ncnc3c2CCN(c2ccc(C#N)c(Cl)c2)C3)nn1
Energy relative to the best compared isomer or geometry (same formula, charge and spin)   353.6 kJ/mol

Here are the Löwdin charges for atoms 1 to 5, given in e: number 1, Cl, carries 0.78; number 2, O, carries -0.03; number 3, N, carries -0.06; number 4, N, carries 0.09; number 5, N, carries 0.07


4.
# C21H20F10MoN4OSi

A molecular structure, C21H20F10MoN4OSi in a non-equilibrium geometry (ωB97M-V/def2-TZVPD, the Open Molecules 2025 dataset).

The geometry in ORCA input format:
```
! RIJCOSX wB97M-V def2-TZVPD def2/J DEFGRID3
* xyz 2 1
Mo -0.060 0.037 -0.015
Si 0.338 -1.338 2.228
F -1.768 4.896 -1.498
F -2.447 -0.062 -0.852
F -3.161 -4.317 -4.028
F -5.243 -2.644 -3.591
F 1.837 3.467 2.290
F 0.831 5.939 2.273
F -0.963 6.683 0.386
F -0.762 2.405 -1.496
F -4.894 -0.487 -1.930
F -0.839 -3.948 -2.915
O -2.755 2.150 2.484
N 1.129 1.564 0.281
N 1.940 -0.399 -0.916
N -1.223 0.931 1.137
N -0.346 -1.528 -1.211
C 0.457 5.087 1.340
C -0.359 3.283 -0.560
C 0.948 -0.101 3.462
C 2.598 1.519 0.352
C -0.885 4.556 -0.578
C 0.589 2.873 0.375
C 2.061 -1.862 -1.068
C -0.471 5.469 0.380
C 0.980 3.810 1.329
C -3.014 -3.270 -3.244
C -2.679 -1.153 -1.614
C -1.415 -1.917 2.434
C 1.487 -2.788 2.115
C 3.017 0.127 -0.058
C -4.089 -2.424 -3.018
C 2.008 0.261 -2.254
C -1.570 -1.949 -1.809
C -3.914 -1.336 -2.177
C -2.014 1.567 1.834
C -1.781 -3.047 -2.654
C 0.792 -2.348 -1.699
H -2.033 -1.162 2.925
H 3.028 2.299 -0.275
H 2.925 -0.051 -2.756
H -1.894 -2.185 1.489
H 3.118 -0.524 0.808
H 1.200 -3.520 1.356
H 0.466 0.873 3.380
H 2.925 -2.120 -1.682
H 2.014 1.340 -2.142
H 0.742 -0.488 4.467
H 2.539 -2.523 1.988
H 2.915 1.717 1.373
H 2.029 0.041 3.389
H 2.196 -2.291 -0.084
H 0.628 -3.391 -1.437
H 1.407 -3.293 3.087
H 0.840 -2.295 -2.785
H -1.416 -2.815 3.059
H 3.964 0.136 -0.597
H 1.154 -0.016 -2.867
*
```

## Properties
Frontier orbital gap (alpha / beta)   6.139 / 6.137 eV

Here are the Löwdin charges for atoms 1 to 5, given in e: number 1, Mo, carries 1.73; number 2, Si, carries 0.55; number 3, F, carries 0.17; number 4, F, carries 0.04; number 5, F, carries 0.18


5.
# C21H20F4N2O3

C21H20F4N2O3 in the gas phase in a non-equilibrium geometry (ωB97M-V/def2-TZVPD, the Open Molecules 2025 dataset).

The geometry in ORCA input format:
```
! RIJCOSX wB97M-V def2-TZVPD def2/J DEFGRID3
* xyz 0 1
F 6.300 0.233 0.000
F 4.282 0.916 0.272
F 4.834 -0.061 -1.542
F -2.612 -3.192 -0.216
O 1.031 1.116 2.796
O 4.777 -1.264 0.336
O -0.113 0.725 -2.655
N -1.185 1.744 -0.969
N -0.295 0.040 1.326
C -4.863 -0.505 0.637
C -0.055 1.358 -1.617
C 3.189 -2.634 -0.866
C 1.904 -3.128 -1.007
C 0.077 -1.291 1.771
C -4.304 -1.769 0.598
C 5.031 -0.098 -0.209
C 1.169 -1.828 0.881
C 1.217 2.734 0.130
C -1.247 2.502 0.266
C 2.460 -1.332 1.034
C -2.475 1.454 -1.578
C -3.173 -1.963 -0.175
C -4.291 0.537 -0.075
C 0.900 -2.725 -0.142
C 0.044 2.451 1.075
C -2.590 -0.942 -0.898
C -3.156 0.328 -0.847
C 0.312 1.143 1.820
C 3.450 -1.743 0.162
C 1.272 1.680 -0.965
H -0.805 -1.934 1.743
H -2.274 1.162 -2.613
H 0.433 -1.194 2.800
H -0.098 -3.119 -0.263
H -2.081 2.114 0.862
H 2.155 2.731 0.686
H -4.728 -2.594 1.147
H 0.010 3.231 1.842
H 3.981 -2.929 -1.535
H -5.747 -0.330 1.230
H -1.718 -1.131 -1.507
H -0.787 0.089 0.447
H 1.684 -3.823 -1.801
H 2.683 -0.630 1.824
H -3.091 2.357 -1.565
H -1.469 3.552 0.026
H 1.654 0.737 -0.563
H -4.736 1.521 -0.035
H 1.959 1.977 -1.758
H 1.084 3.725 -0.310
*
```

## Properties
Frontier orbital gap   10.065 eV
Structure (SMILES)   O=C(NCc1cccc(OC(F)(F)F)c1)[C@H]1CCC(=O)N(Cc2cccc(F)c2)C1
Energy relative to the best compared isomer or geometry (same formula, charge and spin)   0.0 kJ/mol

Here are the Löwdin charges for atoms 1 to 5, given in e: number 1, F, carries 0.18; number 2, F, carries 0.15; number 3, F, carries 0.16; number 4, F, carries 0.05; number 5, O, carries 0.07


| no. | E (a.u.) |
| --- | --- |
| 1 | -1415.0721 |
| 2 | -5234.6843 |
| 3 | -1730.8324 |
| 4 | -2462.1775 |
| 5 | -1547.0197 |